Molecular formula: C45H58AsN4RhTe
Method: DFT, ωB97M-V/def2-TZVPD

Element x y z (Å)
Te -2.56930 -0.81580 -0.49490
Rh 0.15870 0.23350 0.00400
As -0.28540 -2.90340 0.40340
N 0.32680 0.38880 -2.01300
N 0.32120 0.40080 2.02120
N -1.04200 1.88890 0.01380
N 1.93950 -0.84660 -0.01390
C -0.19240 2.75360 -5.81970
C 3.78060 -2.04100 0.67210
C 1.14270 -4.13380 0.99610
C -7.31720 0.41200 -0.00120
C -4.59110 -0.11790 -0.25980
C 5.73400 -1.74130 -2.15080
C -2.42100 3.59290 -0.66610
C -5.42470 -0.12100 -1.37430
C -1.56150 2.51320 -1.08840
C 2.25890 -1.06960 2.39670
C 1.13620 -0.35250 -2.83780
C 1.16110 -0.31360 2.83370
C -1.37680 2.13140 2.41820
C -0.47100 1.14990 2.84810
C -0.19080 0.85060 4.20560
C 0.80470 -0.10550 -4.19680
C 4.71960 -2.75190 -1.61240
C -0.27860 -3.46060 -1.47230
C 2.62900 -1.27330 1.08850
C 5.81380 -1.62080 2.04800
C -4.48590 3.90310 -2.01040
C -0.22970 2.78510 5.79880
C -1.59140 2.49330 1.11440
C 0.89240 -2.16120 5.53850
C -0.86130 1.44840 5.39800
C -0.86510 1.44780 -5.38840
C -2.15110 5.50660 2.20000
C -2.45700 3.56880 0.69260
C 0.84560 -0.07060 4.19790
C 4.77330 -2.65120 1.60250
C 2.20820 -1.14610 -2.41680
C -6.77600 0.13960 -1.24720
C -5.13720 0.18170 0.98190
C 1.46230 -0.75030 5.37140
C 3.75380 -2.08880 -0.68970
C -1.33820 2.15650 -2.39810
C 1.39890 -0.80560 -5.37330
C -0.45570 1.15670 -2.83280
C -1.81050 -4.04370 0.95680
C -6.48990 0.43950 1.11010
C 2.59800 -1.33150 -1.10720
C -3.14070 4.50330 -1.60010
C -3.15090 4.49660 1.63130
C -0.19930 0.84250 -4.19680
C 0.78690 -2.19900 -5.54700
H 4.18190 -3.20910 -2.44610
H -5.00670 -0.35100 -2.34550
H 6.52630 -2.06880 2.73920
H 5.27840 -3.48370 1.10770
H 4.25870 -3.04670 2.48110
H -2.12110 -3.81310 1.97530
H -4.34130 2.94160 -2.49640
H 0.96040 -2.80450 -4.65920
H -0.78480 0.75730 6.24000
H -3.95210 5.01970 1.10680
H 2.89320 -1.48430 3.16470
H -0.29580 3.50260 4.98350
H 1.26170 -0.17210 6.27520
H 5.22510 -0.93050 -2.66820
H -3.30350 5.46980 -1.12070
H -4.50070 0.19260 1.85850
H -7.41310 0.11410 -2.11910
H 0.84550 2.57220 -6.09170
H 6.30370 -1.31420 -1.32820
H -1.06210 -2.95320 -2.03540
H -1.35180 4.98890 2.72480
H -5.00950 4.57010 -2.69140
H -2.65600 -3.86360 0.29240
H -1.86710 2.70560 -3.15950
H 1.33160 -4.02640 2.06380
H 0.85110 -5.16330 0.78780
H -1.92150 1.60110 5.18470
H -6.91190 0.64620 2.08330
H 1.22560 -2.70180 -6.40710
H -0.71170 3.17550 -6.67800
H 6.35680 -1.24090 1.18420
H -0.74580 3.19880 6.66350
H -1.70370 6.08240 1.39280
H 5.32960 -0.77940 2.54160
H -5.10430 3.73760 -1.13150
H -0.44140 -4.53710 -1.53220
H 0.82040 2.64470 6.04960
H -1.91410 2.67130 3.18190
H 2.06450 -3.91310 0.46350
H 0.68070 -3.21790 -1.92760
H 1.37200 -2.67080 6.37110
H 5.24740 -3.54650 -1.07980
H -3.60390 3.92710 2.44660
H 2.47990 -0.90350 -5.24670
H -0.28750 -2.12170 -5.70230
H -0.21200 3.48220 -5.01240
H 1.22160 -0.21680 -6.27460
H 2.80090 -1.60940 -3.18970
H -1.53410 -5.09670 0.90520
H 1.04880 -2.74000 4.63000
H -2.52860 4.66880 -2.48910
H 6.42340 -2.21910 -2.84440
H -8.37750 0.59620 0.10220
H -0.81780 0.74150 -6.21980
H -1.91870 1.63640 -5.17040
H -2.63880 6.19050 2.89030
H -0.17710 -2.11540 5.72960
H 2.54690 -0.81240 5.25150

Force components x, y, z for each atom (eV/Å):
0.578 -0.148 0.119
-0.425 1.890 -0.420
-0.207 -0.761 0.579
-0.033 -0.193 -0.279
-0.063 -0.260 0.210
-0.073 -0.449 0.019
-0.575 -0.019 0.093
-0.171 -0.100 -0.034
-0.013 -0.124 -0.268
-0.106 -0.182 -0.110
-0.009 0.025 -0.055
0.628 0.592 0.021
0.003 -0.181 -0.049
-0.019 0.100 0.259
0.401 -0.081 -0.212
0.014 0.008 0.384
-0.827 0.528 0.120
0.257 -0.164 1.002
0.382 -0.159 -0.923
0.785 -0.869 0.373
-0.542 0.350 -0.924
0.988 -1.039 0.761
-0.805 0.839 -0.728
0.063 0.206 0.036
0.024 -0.262 -0.178
0.169 -0.052 -0.343
-0.005 -0.154 0.042
0.070 0.158 -0.013
-0.158 -0.131 0.064
-0.107 -0.070 -0.661
0.132 0.101 0.065
0.161 0.187 -0.068
0.159 0.148 0.043
-0.215 0.001 0.017
-0.082 -0.062 -0.322
-1.004 0.994 0.648
0.085 0.206 -0.044
-0.687 0.525 0.000
-0.225 -0.078 0.051
0.267 -0.014 0.257
-0.081 -0.121 -0.022
0.011 -0.099 0.371
0.796 -0.736 -0.146
-0.117 -0.111 0.083
-0.498 0.350 0.874
0.147 -0.126 -0.068
-0.184 0.045 0.073
0.082 0.003 0.136
-0.151 -0.142 0.019
0.216 0.068 -0.067
0.787 -0.905 -0.639
0.123 0.121 -0.107
0.022 -0.104 0.027
0.006 0.052 -0.071
0.078 0.035 0.045
-0.068 -0.041 0.072
0.020 -0.131 -0.034
0.038 0.088 0.008
-0.031 -0.131 -0.068
-0.035 -0.079 0.047
-0.137 -0.024 -0.042
-0.052 -0.036 0.051
0.034 -0.123 0.068
0.052 0.078 -0.064
0.128 0.026 -0.004
0.006 0.092 -0.038
0.061 0.057 -0.052
-0.003 -0.020 -0.001
-0.038 0.009 -0.092
0.086 0.036 -0.008
0.076 0.080 0.012
0.004 0.028 0.054
0.108 0.018 0.064
-0.126 0.012 -0.086
0.051 0.027 0.034
-0.047 0.091 -0.113
-0.071 0.055 0.029
0.014 -0.062 -0.007
-0.039 -0.092 0.096
0.017 0.036 0.094
0.005 -0.110 -0.048
0.023 0.103 -0.091
0.057 0.066 -0.004
0.027 0.099 0.080
0.061 0.079 -0.037
0.020 0.070 0.020
-0.118 -0.038 0.066
0.009 -0.062 -0.047
0.066 0.054 0.001
-0.053 0.053 0.085
0.018 0.027 -0.044
0.004 0.007 0.036
0.018 -0.128 0.068
-0.069 -0.040 -0.080
-0.107 0.040 -0.035
0.019 0.095 -0.093
-0.085 -0.038 0.020
0.047 0.088 0.068
0.119 0.016 -0.012
0.067 -0.100 -0.062
0.002 -0.078 -0.029
-0.011 -0.101 -0.038
-0.001 0.157 0.035
0.098 0.021 -0.058
-0.038 0.035 0.011
-0.149 -0.027 0.038
-0.025 -0.085 -0.069
0.000 0.111 0.094
-0.115 -0.031 -0.007
0.009 0.085 0.068

F_max = 2.0 eV Å⁻¹
gap between HOMO and LUMO (alpha / beta) = 5.41 / 5.41 eV
HOMO energy (alpha / beta) = -6.76 / -6.76 eV
total energy = -4582.93488 Ha

=====

Molecular formula: C45H58BN7O3PS4SbTi
Method: DFT, ωB97M-V/def2-TZVPD

Element x y z (Å)
Sb 6.39359 0.23532 0.38648
Ti 0.86138 0.07578 0.46119
S 6.14398 -1.34975 1.96109
S 5.95232 -0.58988 -1.69783
S 3.09283 0.94923 0.89762
S 2.79906 -1.07366 0.75960
P -1.88685 -0.09781 0.16995
O 1.43864 -0.01991 3.48152
O 0.07110 -2.66092 2.05356
O 1.22828 -3.24473 0.20424
N 0.97589 0.25028 -1.61821
N 0.31717 -0.05988 2.65862
N 1.82582 -1.84265 -2.34537
N 2.97766 0.06322 -2.86968
N 0.35222 2.35526 0.36962
N 1.80786 4.10948 1.04515
N 0.63638 2.92511 2.62050
C 0.92976 3.11729 1.30718
C 3.36558 1.43723 -2.61304
C -0.87058 4.71926 -2.90778
C -3.50840 2.15661 0.60608
C -3.79050 -2.43013 -2.68502
C 0.64414 -3.94969 2.37431
C -3.68460 -3.69540 -2.13472
C -4.10615 -0.70997 1.67952
C -2.73377 -0.46197 1.76033
C -0.59218 4.32246 -0.57685
C 0.37442 1.19407 -2.48311
C -2.86136 1.37382 -0.35328
C 0.52847 -2.47316 -2.53258
C -4.86718 -1.00472 2.79411
C -4.21571 3.29408 0.24816
C 1.74794 -3.68885 3.39118
C 1.61247 3.15281 3.67210
C 0.14294 0.77200 -3.77831
C -2.59519 -1.48507 -0.80998
C -0.00384 2.53531 -2.11285
C -4.30369 3.66792 -1.08310
C -2.11572 -0.53358 3.01399
C -0.05204 3.06585 -0.77731
C -3.65098 2.91376 -2.04396
C -3.03279 -3.85667 -0.91967
C 2.57144 -5.04950 1.03325
C 0.23122 -5.41394 0.27857
C -2.90120 -0.83376 4.13805
C -0.57009 2.92693 -4.49728
C 2.99752 -2.71234 -2.36919
C -0.31416 1.62518 -4.79263
C -4.25822 -1.06425 4.03923
C 1.17174 -4.45647 0.99259
C -0.96435 5.16793 -1.62708
C 2.55867 4.19594 -0.19041
C -0.69791 -0.36069 3.36264
C -2.92075 1.79140 -1.68232
C 3.66691 -0.58058 -3.98433
C 1.85108 5.31404 1.85556
C -0.74792 2.82156 3.03646
C -0.44510 -4.80668 2.99526
C -3.26045 -1.32990 -2.02174
C -0.45229 3.39305 -3.16500
C 1.93797 -0.50813 -2.27400
C -2.47848 -2.76629 -0.26882
B 0.63654 -2.18144 0.87192
H 4.45085 1.46580 -2.51387
H -0.72771 4.66950 0.44092
H -0.82666 2.17279 3.90772
H -4.11263 -4.55001 -2.64205
H 0.35612 -0.25889 -4.02942
H -4.86486 4.54789 -1.36963
H -0.90975 3.61996 -5.25666
H -2.95871 -4.83947 -0.47242
H 2.85479 -5.38625 0.03525
H -0.44747 1.24066 -5.79546
H 0.62755 -5.62209 -0.71671
H -3.68319 3.20629 -3.08523
H 2.93968 -1.09454 -4.61481
H 2.75830 5.37154 2.46045
H 0.31066 -2.59692 -3.59904
H -1.14794 3.80475 3.31331
H 1.82489 6.17526 1.18472
H 4.43988 -1.26872 -3.64745
H -0.76561 -4.35573 3.93519
H -0.48330 -0.54762 4.41304
H -3.47659 1.87940 1.65060
H 3.88179 -2.15781 -2.05419
H -4.58900 -0.66858 0.71071
H -1.97021 -2.91152 0.67767
H 2.92171 1.73788 -1.67759
H 2.82472 -3.50254 -1.64500
H 3.57054 4.53212 0.03989
H -1.34622 6.15707 -1.40820
H -0.07796 -5.81161 3.21175
H 1.50882 2.35940 4.40993
H -5.92792 -1.19009 2.68889
H 4.15275 0.20251 -4.56136
H -4.83477 -1.29654 4.92453
H 1.31054 -3.20023 4.26310
H 0.53833 -3.44921 -2.05664
H 2.51581 -3.02845 2.98710
H 0.14421 -6.36275 0.80974
H -2.42331 -0.89547 5.10742
H -1.34645 2.40870 2.22808
H -1.17368 5.33601 -3.74409
H 3.30915 -4.32102 1.36573
H -3.39378 -0.35446 -2.46323
H 3.01850 2.08211 -3.42518
H -0.75854 -4.98193 0.16286
H 2.08970 4.89413 -0.89009
H -4.30110 -2.28438 -3.62813
H -2.37717 1.26310 -2.45377
H 2.61906 3.21602 -0.63491
H 2.60716 -5.91493 1.69809
H 3.15932 -3.15001 -3.35838
H 2.20556 -0.03159 2.87484
H 2.22388 -4.61391 3.71780
H -4.70600 3.87976 1.01526
H -0.25573 -1.88016 -2.07028
H 0.98121 5.36531 2.50659
H 1.47952 4.11800 4.17058
H -1.31408 -4.89071 2.34328
H 2.61485 3.08239 3.25462

Force components x, y, z for each atom (eV/Å):
0.147 0.162 -0.033
0.258 0.341 -0.631
-0.006 -0.188 0.102
0.224 -0.096 0.115
-0.259 0.046 0.340
-0.141 0.087 -0.073
0.255 -0.045 0.170
-0.141 -0.058 0.023
-0.056 -0.048 -0.031
0.045 -0.025 -0.065
0.128 -0.099 0.051
-0.018 0.201 0.095
-0.079 0.026 -0.095
-0.036 0.046 -0.066
0.157 -0.076 0.218
0.129 -0.047 0.016
-0.029 -0.018 0.041
-0.119 0.010 -0.092
-0.034 0.029 -0.011
-0.012 -0.011 0.032
0.006 -0.009 -0.019
-0.001 0.019 0.004
-0.039 0.013 0.004
-0.004 0.012 -0.013
-0.002 -0.031 0.010
0.011 -0.111 0.010
-0.061 0.045 -0.004
0.056 0.026 0.045
-0.038 0.070 0.171
-0.001 -0.066 0.088
-0.009 -0.002 0.004
0.006 0.006 -0.010
0.033 0.008 0.015
-0.010 -0.109 0.025
0.013 0.036 -0.079
-0.024 0.067 -0.033
-0.024 -0.007 0.033
-0.005 0.015 0.006
0.125 0.047 0.021
-0.039 -0.041 -0.109
0.062 -0.028 -0.041
0.054 0.005 0.029
0.010 -0.009 0.020
0.021 -0.056 -0.030
-0.066 -0.009 -0.030
-0.016 -0.001 -0.018
-0.106 -0.076 0.075
0.014 -0.005 0.048
0.013 0.003 -0.008
0.052 0.048 -0.020
-0.002 -0.007 -0.001
0.022 0.051 0.052
0.046 0.008 -0.002
0.056 0.080 -0.030
0.025 0.116 -0.152
-0.058 0.084 -0.066
-0.016 -0.077 0.017
-0.011 -0.018 -0.004
0.016 0.003 -0.056
-0.061 -0.006 -0.049
-0.058 -0.158 0.106
-0.011 -0.095 -0.043
-0.129 -0.273 0.058
-0.046 0.027 -0.030
-0.008 -0.012 0.004
0.009 -0.028 0.007
0.003 -0.005 -0.001
0.003 -0.011 -0.009
-0.001 0.004 0.003
0.002 -0.005 -0.004
0.009 -0.020 -0.006
-0.003 0.016 -0.012
-0.004 0.006 -0.011
-0.002 0.017 -0.003
-0.003 0.012 -0.009
0.002 -0.025 0.001
-0.005 0.019 -0.019
0.013 -0.014 -0.004
0.002 0.010 -0.005
-0.007 0.007 -0.006
-0.030 0.162 -0.180
-0.005 0.011 0.001
0.029 0.039 -0.008
-0.017 -0.017 0.007
-0.068 -0.100 0.120
0.010 0.003 0.001
0.004 0.029 0.010
-0.020 0.054 0.103
-0.063 -0.094 0.065
0.003 0.006 -0.009
-0.004 0.009 -0.007
0.025 0.004 0.001
-0.028 -0.051 0.028
-0.005 0.001 0.005
-0.055 0.025 -0.036
0.003 -0.002 0.005
-0.005 0.002 0.001
-0.008 0.015 0.006
-0.008 0.004 -0.004
0.004 0.006 0.011
0.015 0.002 0.002
0.022 0.033 0.002
0.000 0.010 -0.004
0.004 0.012 -0.008
-0.021 -0.108 0.032
-0.011 0.036 -0.028
-0.083 0.040 0.004
0.007 -0.012 -0.004
-0.003 -0.009 -0.005
0.052 0.026 -0.002
0.005 -0.122 -0.115
-0.013 -0.005 0.006
-0.003 -0.011 0.045
0.012 0.157 -0.030
-0.007 -0.015 -0.003
-0.007 0.005 0.001
-0.006 0.040 -0.025
0.042 0.033 -0.035
0.025 -0.053 0.016
-0.005 0.012 -0.002
-0.017 0.026 0.008

F_max = 0.8 eV Å⁻¹
gap between HOMO and LUMO = 5.34 eV
HOMO energy = -6.00 eV
total energy = -5407.39757 Ha